Density functional theory data (ωB97M-V/def2-TZVPD) for one molecule with the formula C4H4O2.

The value obtained for the energy above the lowest of the compared OMol25 structures with the same formula, charge and spin is 3.764 eV. Its multiplicity is 1.

Last column: Mulliken charge in e.
Atoms and positions in Å:
1 O -0.43 1.61 -0.18  -0.483
2 C -0.07 0.37 -0.10  -0.230
3 C -1.22 -0.50 0.13  0.190
4 O -2.34 0.11 0.06  -0.741
5 C 1.30 -0.02 -0.19  -0.464
6 C 2.44 -0.40 -0.30  0.348
7 H -1.46 1.48 -0.17  0.441
8 H -0.57 -0.35 1.20  0.126
9 H -1.10 -1.58 -0.04  0.400
10 H 3.45 -0.73 -0.40  0.412

***

Density functional theory data (ωB97M-V/def2-TZVPD) for a 2-piece molecular cluster, C2HBrClF3 overall at a distorted geometry.

The value obtained for the energy above the lowest of the compared OMol25 structures with the same formula, charge and spin is 2.614 eV. Its multiplicity is 1.

Last column: Mulliken charge in e.
Atoms and positions in Å:
1 C -0.86 0.72 -0.15  0.037
2 C 0.76 -0.75 0.15  0.345
3 F -1.91 -0.04 -0.21  -0.187
4 F 0.55 -1.23 1.39  -0.165
5 F 0.46 -1.58 -0.84  -0.164
6 Cl -0.92 1.89 1.07  -0.100
7 Br 2.40 0.10 -0.16  -0.069
8 H -0.47 0.89 -1.25  0.302

***

Density functional theory data (ωB97M-V/def2-TZVPD) for C30H30BF3FeO5 as an isolated structure at a distorted geometry.

The value obtained for the energy above the lowest of the compared OMol25 structures with the same formula, charge and spin is 1.411 eV. The charge is +2. As for the expectation value of S²: 6.079. Its multiplicity is 5.

Last column: Mulliken charge in e.
Atoms and positions in Å:
1 C -1.26 -4.04 1.54  -1.529
2 C -1.89 -3.19 2.64  2.115
3 C -2.59 -4.03 3.69  -2.032
4 C -0.76 -2.39 3.36  -1.145
5 O -0.37 -1.20 2.64  -0.252
6 B -1.44 -0.47 2.15  0.976
7 C -1.63 0.98 2.61  0.283
8 C -0.78 1.52 3.58  -0.176
9 C -1.23 2.54 4.41  -0.998
10 C -2.50 3.06 4.20  0.420
11 C -3.06 3.99 5.24  0.737
12 F -4.34 4.37 4.98  -0.252
13 F -3.07 3.39 6.48  -0.218
14 F -2.32 5.13 5.36  -0.222
15 C -3.24 2.72 3.08  -0.474
16 C -2.79 1.68 2.26  -0.710
17 C 0.55 0.22 -0.95  0.133
18 C 0.36 -1.29 -0.77  -0.997
19 C 1.15 0.94 0.18  0.736
20 C 0.87 2.32 0.34  -0.386
21 C 1.75 3.13 1.04  -0.870
22 C 2.85 2.58 1.70  -0.526
23 C 3.02 1.19 1.72  -0.811
24 C 2.14 0.37 1.02  -0.321
25 O -2.42 -1.08 1.39  -0.396
26 C -2.97 -2.27 1.99  -1.060
27 H -0.76 -3.38 0.81  0.206
28 H -0.52 -4.72 1.98  0.421
29 H -2.04 -4.62 1.02  0.430
30 H -3.02 -3.36 4.45  0.478
31 H -3.40 -4.62 3.25  0.402
32 H -1.88 -4.71 4.19  0.398
33 H -1.08 -2.08 4.37  0.345
34 H 0.14 -3.01 3.44  0.359
35 H 0.22 1.11 3.70  0.605
36 H -0.61 2.88 5.23  0.472
37 H -4.18 3.21 2.86  0.534
38 H -3.37 1.39 1.39  0.534
39 H -0.38 0.69 -1.31  0.753
40 H -0.72 -1.51 -0.67  0.096
41 H 0.74 -1.81 -1.65  0.400
42 H 0.89 -1.71 0.09  0.150
43 H 0.02 2.74 -0.20  0.501
44 H 1.58 4.20 1.06  0.524
45 H 3.59 3.22 2.19  0.475
46 H 3.85 0.73 2.26  0.444
47 H 2.28 -0.71 1.01  0.392
48 H -3.50 -2.80 1.19  0.346
49 H -3.70 -1.94 2.76  0.348
50 O 2.43 -1.18 -8.71  -0.280
51 C 2.20 -0.84 -7.62  0.247
52 Fe 2.07 -0.70 -5.89  0.144
53 C 1.44 -2.34 -5.75  0.348
54 O 1.34 -3.50 -5.76  -0.282
55 C 3.76 -1.23 -5.68  0.283
56 O 4.72 -1.90 -5.79  -0.244
57 C 1.62 0.55 -3.08  0.421
58 C 2.62 1.42 -3.38  -0.077
59 C 3.07 1.65 -4.68  -0.735
60 C 2.40 1.30 -5.88  -0.182
61 C 0.96 1.12 -5.98  -1.022
62 C 0.35 0.19 -5.17  -0.253
63 C 1.05 -0.33 -4.01  -0.028
64 H 1.34 0.44 -1.95  -1.098
65 H 3.14 1.96 -2.58  0.486
66 H 3.99 2.23 -4.78  0.421
67 H 2.91 1.62 -6.80  0.686
68 H 0.45 1.57 -6.84  0.454
69 H -0.67 -0.16 -5.36  0.539
70 H 0.65 -1.24 -3.58  0.537

***

Density functional theory data (ωB97M-V/def2-TZVPD) for C37H45As2N4SiTc as an isolated structure at a distorted geometry.

The charge is +3. As for the expectation value of S²: 3.809. Its total energy is -176782.0248 eV. Its multiplicity is 4.

Last column: Mulliken charge in e.
Atoms and positions in Å:
1 Tc 0.57 -0.68 0.45  -0.169
2 C -2.94 -0.23 1.55  -1.605
3 C -3.01 -1.53 2.33  -0.683
4 As -1.88 -3.00 1.66  0.496
5 C -2.59 -4.44 2.72  0.595
6 C -2.70 -5.68 2.09  -0.591
7 C -3.26 -6.75 2.78  -0.595
8 C -3.71 -6.58 4.08  -0.413
9 C -3.60 -5.34 4.70  -0.761
10 C -3.05 -4.27 4.03  0.123
11 C -0.24 -2.51 2.62  0.904
12 C -0.10 -2.19 3.96  -0.048
13 C 1.13 -1.80 4.48  -0.576
14 C 2.26 -1.72 3.66  -0.770
15 C 2.18 -2.11 2.33  -0.474
16 C 0.92 -2.50 1.82  -1.695
17 As -1.27 0.78 1.32  1.373
18 C -2.10 2.40 0.62  0.848
19 C -2.27 3.46 1.50  -0.458
20 C -3.03 4.56 1.12  -0.811
21 C -3.63 4.60 -0.12  -0.580
22 C -3.49 3.52 -0.99  -0.867
23 C -2.74 2.42 -0.62  -0.244
24 C -0.57 1.35 3.02  0.683
25 C 0.41 2.34 3.02  -0.479
26 C 0.87 2.86 4.23  -0.950
27 C 0.36 2.37 5.43  -0.801
28 C -0.61 1.38 5.43  -0.804
29 C -1.09 0.87 4.23  -0.554
30 H -3.60 0.52 1.97  0.711
31 H -3.27 -0.40 0.52  0.526
32 H -4.03 -1.91 2.24  0.702
33 H -2.84 -1.39 3.39  0.218
34 H -2.36 -5.81 1.08  0.441
35 H -3.34 -7.71 2.29  0.454
36 H -4.17 -7.41 4.60  0.462
37 H -3.95 -5.21 5.72  0.467
38 H -2.99 -3.31 4.53  0.247
39 H -0.96 -2.27 4.63  0.166
40 H 1.22 -1.57 5.53  0.495
41 H 3.21 -1.42 4.07  0.525
42 H 3.07 -2.18 1.73  0.601
43 H 0.87 -3.04 0.86  1.149
44 H -1.81 3.46 2.48  0.401
45 H -3.15 5.38 1.81  0.448
46 H -4.23 5.45 -0.41  0.427
47 H -3.99 3.53 -1.96  0.445
48 H -2.71 1.58 -1.29  0.279
49 H 0.81 2.72 2.09  0.797
50 H 1.60 3.65 4.23  0.481
51 H 0.72 2.77 6.37  0.454
52 H -1.02 1.02 6.36  0.468
53 H -1.89 0.15 4.24  0.243
54 C 5.75 1.52 0.66  -0.952
55 Si 4.31 2.68 0.77  -0.304
56 C 4.13 3.39 2.47  -0.910
57 C 4.34 3.99 -0.53  -1.002
58 C 2.80 1.56 0.53  -0.299
59 C 1.86 0.77 0.46  1.084
60 H 6.67 2.07 0.88  0.376
61 H 5.85 1.08 -0.33  0.328
62 H 5.66 0.71 1.40  0.301
63 H 5.08 3.85 2.76  0.468
64 H 3.87 2.62 3.20  0.303
65 H 3.36 4.17 2.49  0.256
66 H 5.21 4.63 -0.35  0.368
67 H 3.45 4.62 -0.50  0.354
68 H 4.44 3.58 -1.54  0.337
69 C -0.02 0.78 -2.25  -0.385
70 N -0.05 0.71 -3.70  0.147
71 C 1.28 0.60 -4.31  -0.390
72 N 1.70 -0.70 -3.75  0.096
73 C 1.85 -0.69 -2.30  -0.802
74 N 0.48 -0.51 -1.68  1.109
75 C -0.39 -1.65 -2.21  -0.746
76 N -0.44 -1.65 -3.66  0.177
77 C -0.94 -0.37 -4.16  -0.713
78 C 0.89 -1.84 -4.23  -0.633
79 H -1.01 0.94 -1.87  -0.528
80 H 0.63 1.58 -1.91  0.334
81 H 1.94 1.40 -3.99  0.295
82 H 1.23 0.56 -5.39  0.308
83 H 2.48 0.13 -1.98  0.252
84 H 2.27 -1.64 -1.97  0.294
85 H -1.39 -1.52 -1.81  0.227
86 H 0.01 -2.59 -1.86  0.237
87 H -1.94 -0.20 -3.76  0.307
88 H -0.99 -0.38 -5.24  0.355
89 H 0.86 -1.84 -5.32  0.328
90 H 1.33 -2.78 -3.88  0.318